{"formula": "C4H12", "method": "ωB97M-V/def2-TZVPD", "smiles": "CC.CC", "e_homo_ev": -11.115, "de_lowest_ev": 1.920, "gap_ev": 12.29, "species": ["C", "C", "H", "H", "H", "H", "H", "H", "C", "C", "H", "H", "H", "H", "H", "H"], "xyz": [[-1.917, 0.910, 0.632], [-2.235, -0.392, -0.350], [-0.803, 1.153, 0.816], [-2.435, 1.819, 0.497], [-2.021, 0.521, 1.611], [-1.474, -0.362, -1.013], [-3.218, -0.123, -0.610], [-2.368, -1.382, -0.003], [1.545, -0.072, -0.669], [2.563, -0.481, 0.350], [1.704, -0.610, -1.568], [0.446, -0.220, -0.442], [1.746, 0.994, -0.912], [2.715, -1.447, 0.373], [3.435, 0.028, 0.125], [2.537, -0.154, 1.347]]}

{"formula": "C16H26BrFN8O14S", "method": "ωB97M-V/def2-TZVPD", "e_homo_ev": -8.812, "gap_ev": 8.19, "species": ["C", "C", "O", "C", "C", "C", "C", "O", "C", "Br", "C", "F", "C", "N", "S", "N", "C", "H", "H", "H", "H", "H", "H", "H", "H", "C", "N", "O", "O", "H", "H", "H", "C", "N", "O", "O", "H", "H", "H", "C", "N", "O", "O", "H", "H", "H", "C", "N", "O", "O", "H", "H", "H", "C", "N", "O", "O", "H", "H", "H", "C", "N", "O", "O", "H", "H", "H"], "xyz": [[3.067, -2.477, 0.728], [1.605, -2.888, 0.826], [0.715, -1.992, 0.128], [0.326, -0.929, 0.890], [-0.736, -1.024, 1.744], [-1.492, -2.324, 1.791], [-2.115, -2.609, 0.433], [-2.307, -1.749, -0.387], [-1.092, 0.118, 2.533], [-2.550, 0.054, 3.739], [-0.424, 1.296, 2.441], [-0.778, 2.368, 3.163], [0.664, 1.440, 1.546], [1.435, 2.509, 1.332], [2.496, 2.063, 0.212], [2.059, 0.551, -0.046], [1.025, 0.306, 0.771], [3.726, -3.344, 0.753], [3.266, -1.917, -0.185], [3.339, -1.817, 1.555], [1.316, -2.901, 1.877], [1.454, -3.900, 0.452], [-2.316, -2.278, 2.504], [-0.833, -3.141, 2.088], [-2.406, -3.648, 0.195], [0.120, 3.691, -3.479], [1.529, 3.694, -3.009], [2.352, 3.041, -3.611], [1.764, 4.375, -2.025], [0.041, 3.051, -4.349], [-0.490, 3.314, -2.663], [-0.135, 4.719, -3.706], [-1.475, 7.473, -1.318], [-2.057, 6.355, -2.111], [-1.527, 6.074, -3.169], [-3.020, 5.788, -1.644], [-0.626, 7.869, -1.860], [-2.254, 8.218, -1.193], [-1.175, 7.066, -0.356], [1.640, -5.496, 5.366], [1.526, -4.932, 3.994], [1.957, -5.585, 3.069], [1.002, -3.839, 3.892], [2.123, -6.463, 5.297], [2.227, -4.797, 5.954], [0.634, -5.580, 5.765], [0.501, 5.170, 3.667], [0.340, 6.547, 3.123], [1.016, 6.866, 2.167], [-0.471, 7.263, 3.675], [1.245, 4.650, 3.075], [0.807, 5.266, 4.705], [-0.465, 4.683, 3.594], [-1.768, -1.497, -3.363], [-1.354, -0.489, -4.377], [-0.879, 0.558, -3.984], [-1.520, -0.776, -5.545], [-1.558, -1.102, -2.381], [-2.831, -1.671, -3.498], [-1.201, -2.408, -3.547], [-0.543, -6.578, -4.302], [-1.075, -5.542, -3.375], [-0.601, -4.426, -3.440], [-1.951, -5.884, -2.611], [0.226, -6.124, -4.915], [-0.144, -7.382, -3.692], [-1.376, -6.930, -4.903]]}

{"formula": "C6H16N", "method": "ωB97M-V/def2-TZVPD", "charge": 1, "smiles": "CCCCCC[NH3+]", "e_homo_ev": -13.665, "de_lowest_ev": 2.338, "gap_ev": 9.92, "species": ["C", "C", "C", "C", "C", "C", "N", "H", "H", "H", "H", "H", "H", "H", "H", "H", "H", "H", "H", "H", "H", "H", "H"], "xyz": [[1.322, -0.825, 2.750], [-0.062, -0.460, 2.224], [-0.197, -0.505, 0.673], [0.044, 0.924, 0.058], [0.466, 0.992, -1.410], [-0.127, -0.069, -2.330], [-1.579, -0.148, -2.194], [1.597, -0.638, 3.854], [1.561, -1.821, 2.461], [2.110, -0.152, 2.227], [0.043, 0.622, 2.624], [-1.027, -0.776, 2.661], [0.543, -1.142, 0.267], [-1.240, -0.744, 0.589], [-0.829, 1.399, 0.317], [0.823, 1.495, 0.702], [0.393, 1.994, -1.906], [1.543, 0.917, -1.450], [0.487, -0.945, -2.173], [0.174, 0.455, -3.280], [-2.097, 0.648, -2.324], [-1.892, -0.693, -2.991], [-2.057, -0.528, -1.349]]}

{"formula": "C8H6N2O", "method": "ωB97M-V/def2-TZVPD", "smiles": "O=c1cn[nH]c2ccccc12", "e_homo_ev": -8.889, "de_lowest_ev": 2.080, "gap_ev": 9.20, "species": ["O", "C", "C", "N", "N", "C", "C", "C", "C", "C", "C", "H", "H", "H", "H", "H", "H"], "xyz": [[-1.543, 2.131, -0.223], [-1.280, 0.984, -0.071], [-2.277, -0.042, 0.205], [-2.016, -1.267, 0.093], [-0.852, -1.793, -0.084], [0.261, -0.902, -0.114], [1.560, -1.351, -0.074], [2.631, -0.452, -0.051], [2.388, 0.921, 0.141], [1.124, 1.429, 0.098], [0.138, 0.461, -0.004], [-3.325, 0.138, 0.378], [-0.947, -2.828, 0.162], [1.626, -2.516, -0.110], [3.632, -0.842, -0.031], [3.285, 1.648, 0.220], [0.888, 2.484, 0.326]]}

{"formula": "C17H56O13", "method": "ωB97M-V/def2-TZVPD", "e_homo_ev": -9.573, "gap_ev": 9.47, "species": ["C", "C", "O", "C", "H", "H", "H", "H", "H", "H", "C", "C", "O", "C", "H", "H", "H", "H", "H", "H", "C", "O", "H", "H", "H", "H", "C", "O", "H", "H", "H", "H", "C", "O", "H", "H", "H", "H", "C", "O", "H", "H", "H", "H", "C", "O", "H", "H", "H", "H", "C", "O", "H", "H", "H", "H", "C", "O", "H", "H", "H", "H", "C", "O", "H", "H", "H", "H", "C", "O", "H", "H", "H", "H", "C", "O", "H", "H", "H", "H", "C", "O", "H", "H", "H", "H"], "xyz": [[-5.831, -13.452, 2.785], [-5.612, -12.171, 1.947], [-6.204, -11.968, 0.941], [-4.673, -11.110, 2.546], [-4.948, -13.605, 3.406], [-5.764, -14.314, 2.122], [-6.672, -13.386, 3.475], [-4.597, -10.286, 1.837], [-3.649, -11.410, 2.773], [-5.146, -10.636, 3.406], [1.128, -16.796, -6.819], [2.327, -17.423, -7.449], [3.447, -17.229, -7.032], [2.169, -18.140, -8.770], [1.458, -16.357, -5.877], [0.344, -17.545, -6.712], [0.648, -15.986, -7.368], [1.490, -17.547, -9.382], [1.835, -19.159, -8.573], [3.125, -18.274, -9.277], [-4.040, -22.605, -3.297], [-3.775, -23.921, -3.686], [-4.382, -22.102, -4.201], [-4.841, -22.625, -2.558], [-3.202, -22.079, -2.839], [-3.253, -24.368, -3.015], [-6.948, -19.566, 0.039], [-7.107, -20.502, 1.132], [-5.937, -19.604, -0.366], [-7.665, -19.772, -0.756], [-7.118, -18.567, 0.442], [-7.996, -20.500, 1.495], [-0.321, -20.214, 5.774], [-0.715, -19.742, 7.060], [-0.171, -21.294, 5.768], [-1.006, -19.817, 5.025], [0.654, -19.780, 5.553], [-0.037, -19.966, 7.701], [-1.629, -17.536, -0.054], [-1.576, -17.931, -1.437], [-0.658, -17.210, 0.319], [-2.240, -16.634, -0.028], [-2.193, -18.239, 0.558], [-0.802, -18.476, -1.599], [2.399, -21.101, -3.395], [1.817, -20.822, -2.131], [1.639, -20.855, -4.137], [3.309, -20.530, -3.576], [2.616, -22.169, -3.387], [2.384, -21.182, -1.445], [-3.036, -23.887, 2.524], [-4.031, -23.329, 3.332], [-3.418, -24.616, 1.810], [-2.456, -23.143, 1.978], [-2.317, -24.450, 3.118], [-4.543, -22.744, 2.770], [1.002, -12.700, -1.377], [1.656, -12.329, -0.158], [0.837, -13.748, -1.626], [-0.006, -12.293, -1.310], [1.463, -12.206, -2.233], [1.391, -11.422, 0.012], [-5.566, -18.738, 6.146], [-4.944, -18.011, 7.201], [-6.559, -18.302, 6.035], [-5.014, -18.603, 5.215], [-5.671, -19.806, 6.335], [-4.016, -18.258, 7.181], [-4.154, -15.238, -4.921], [-4.603, -16.288, -4.097], [-3.502, -15.543, -5.740], [-4.963, -14.598, -5.274], [-3.504, -14.578, -4.345], [-3.830, -16.680, -3.685], [4.608, -17.014, -0.158], [4.880, -15.782, 0.430], [5.433, -17.719, -0.055], [3.714, -17.485, 0.251], [4.385, -16.824, -1.208], [4.080, -15.252, 0.439], [0.554, -14.456, 5.037], [0.048, -13.802, 3.923], [-0.272, -14.719, 5.698], [1.127, -15.316, 4.689], [1.216, -13.793, 5.596], [0.756, -13.582, 3.313]]}

{"formula": "C18H22N2O4S", "method": "ωB97M-V/def2-TZVPD", "smiles": "CCCCNC(=O)c1onc(CSc2ccccc2CC)c1C(=O)O", "e_homo_ev": -8.738, "de_lowest_ev": 0.825, "gap_ev": 8.40, "species": ["C", "C", "C", "C", "N", "C", "O", "C", "O", "N", "C", "C", "S", "C", "C", "C", "C", "C", "C", "C", "C", "C", "C", "O", "O", "H", "H", "H", "H", "H", "H", "H", "H", "H", "H", "H", "H", "H", "H", "H", "H", "H", "H", "H", "H", "H", "H"], "xyz": [[-4.042, -0.558, -1.870], [-3.955, -1.342, -0.565], [-4.728, -0.694, 0.584], [-4.201, 0.690, 0.969], [-2.807, 0.641, 1.344], [-1.839, 1.205, 0.617], [-2.041, 1.896, -0.378], [-0.470, 0.915, 1.090], [-0.323, 0.007, 2.074], [0.989, -0.208, 2.296], [1.670, 0.551, 1.479], [3.134, 0.446, 1.347], [3.509, -1.095, 0.392], [2.180, -0.969, -0.804], [2.277, 0.004, -1.785], [1.224, 0.212, -2.658], [0.086, -0.566, -2.545], [0.013, -1.563, -1.587], [1.056, -1.792, -0.697], [1.014, -2.870, 0.351], [-0.358, -3.477, 0.613], [0.776, 1.329, 0.666], [1.197, 2.379, -0.309], [2.336, 2.773, -0.329], [0.279, 2.865, -1.117], [-3.587, -1.126, -2.677], [-5.081, -0.367, -2.131], [-3.520, 0.392, -1.793], [-4.357, -2.345, -0.721], [-2.905, -1.451, -0.281], [-5.777, -0.589, 0.304], [-4.680, -1.349, 1.459], [-4.780, 1.084, 1.810], [-4.282, 1.382, 0.130], [-2.550, 0.055, 2.125], [3.618, 0.301, 2.310], [3.540, 1.304, 0.816], [3.170, 0.606, -1.849], [1.292, 0.983, -3.410], [-0.748, -0.404, -3.211], [-0.876, -2.172, -1.536], [1.403, -2.457, 1.287], [1.708, -3.660, 0.048], [-0.734, -4.006, -0.260], [-1.074, -2.706, 0.895], [-0.288, -4.187, 1.433], [-0.645, 2.520, -0.961]]}